A 2-piece molecular cluster, C36H32NO3S overall in a non-equilibrium geometry, computed with ωB97M-V/def2-TZVPD.

Geometry as XYZ:
```
73
Properties=species:S:1:pos:R:3:forces:R:3
C 0.720325 0.281191 3.206215 0.20 -0.78 -0.59
O 1.053188 -0.364906 1.952015 -0.35 1.53 -0.19
C 1.253271 -1.721020 1.979023 2.76 -0.65 0.69
C 0.071776 -2.566388 2.087006 -0.72 -0.10 0.32
C -0.149916 -3.358020 3.231371 -0.14 0.13 -0.67
C -1.258018 -4.204935 3.272027 0.04 0.03 -0.07
C -2.152582 -4.232341 2.197089 0.10 0.03 0.06
C -1.967813 -3.387103 1.095649 -0.09 0.13 0.05
C -0.878586 -2.525885 1.050004 0.25 -0.35 0.51
C 2.586589 -2.116448 1.976763 -2.29 0.51 0.07
N 3.093729 -3.394686 1.963692 0.05 -0.62 -0.06
C 2.283123 -4.594442 1.814574 0.29 -0.18 -0.06
C 4.486286 -3.465803 2.050926 0.00 -0.10 -0.11
C 5.074157 -2.199492 2.008620 0.88 -0.44 0.08
C 6.462260 -2.066262 2.014272 -0.48 -0.20 0.05
C 7.252635 -3.217867 2.097726 -0.18 -0.08 -0.01
C 6.658812 -4.487227 2.167591 -0.09 0.40 -0.03
C 5.267939 -4.626428 2.142061 -0.13 0.39 -0.03
S 3.882024 -0.924188 1.946133 -0.16 0.08 -0.03
H 0.546254 1.327460 2.946263 0.08 -0.07 0.18
H -0.191207 -0.156027 3.637049 0.19 0.08 -0.04
H 1.563465 0.183583 3.903360 -0.24 0.09 -0.06
H 0.577397 -3.303903 4.045474 -0.29 -0.12 -0.22
H -1.404634 -4.851991 4.140214 -0.07 0.21 -0.31
H -3.004646 -4.910960 2.220222 0.21 0.16 -0.01
H -2.669294 -3.395606 0.260528 0.08 -0.09 0.28
H -0.696848 -1.843910 0.216634 -0.12 -0.30 0.14
H 2.903720 -5.343111 1.314403 -0.19 0.08 0.00
H 1.974592 -5.003369 2.786453 -0.03 0.12 -0.21
H 1.396134 -4.407421 1.199578 0.34 0.02 0.19
H 6.878599 -1.065030 1.953698 0.20 -0.22 0.05
H 8.337020 -3.124592 2.111912 -0.26 -0.03 -0.01
H 7.287413 -5.373729 2.240703 -0.17 0.22 -0.02
H 4.786704 -5.603393 2.196475 0.28 0.26 0.01
C -7.214951 2.697205 2.263109 0.04 0.07 0.06
O -5.967260 2.954675 2.945910 1.17 -0.17 -1.08
C -4.821491 2.879806 2.225835 -0.55 -0.15 0.38
C -3.604320 3.015283 2.944159 -0.30 -0.01 -0.06
C -2.410971 2.888212 2.283879 0.05 0.06 -0.20
C -2.339813 2.619875 0.873807 0.00 0.22 0.19
C -1.055579 2.450358 0.304248 -0.62 0.17 -0.29
C -0.688737 2.010845 -0.996262 0.38 -0.29 -0.48
C 0.673446 2.176085 -1.399359 -0.09 -0.07 0.39
C 1.114029 1.824420 -2.657046 -0.17 0.03 -0.12
C 0.184718 1.328219 -3.582960 0.44 0.41 -1.13
O 0.613727 1.097125 -4.888153 -0.21 -0.49 1.20
C 0.434316 2.096149 -5.853336 -0.15 0.59 -0.03
C 1.552812 2.830721 -6.254374 -0.45 -0.08 0.25
C 1.373956 3.892104 -7.139777 -0.08 -0.18 -0.08
C 0.102110 4.176438 -7.645294 -0.01 -0.06 0.08
C -0.997485 3.401431 -7.265091 0.10 -0.10 0.02
C -0.837532 2.341979 -6.369641 0.40 0.15 0.12
C -1.136588 1.056492 -3.210410 -0.15 0.09 0.28
C -1.559780 1.377457 -1.929067 0.01 0.00 -0.18
C -3.578873 2.595476 0.163727 -0.31 -0.19 0.23
C -4.791176 2.679917 0.822239 0.05 0.00 0.01
H -7.965873 2.804794 3.044157 0.02 -0.04 -0.21
H -7.389481 3.427228 1.460911 0.06 -0.11 0.30
H -7.236412 1.680258 1.847009 0.07 0.25 0.20
H -3.658900 3.206919 4.014907 0.06 -0.05 -0.28
H -1.474692 2.995057 2.833374 -0.26 -0.10 -0.08
H -0.223911 2.750055 0.942684 -0.09 -0.20 -0.04
H 1.379969 2.598138 -0.683081 -0.17 -0.10 -0.18
H 2.154102 1.947343 -2.962492 -0.36 0.02 0.11
H 2.527290 2.574978 -5.841209 -0.21 0.11 -0.12
H 2.239559 4.489294 -7.430433 -0.31 -0.16 0.01
H -0.030449 5.003100 -8.343692 0.02 -0.23 0.21
H -1.992983 3.612572 -7.657932 0.33 -0.01 0.04
H -1.671856 1.714934 -6.055708 0.17 0.23 -0.15
H -1.815728 0.601351 -3.933870 0.25 0.12 0.30
H -2.576661 1.121398 -1.642851 0.34 -0.05 -0.08
H -3.602101 2.530338 -0.920560 0.06 0.06 0.31
H -5.730335 2.596250 0.266925 0.52 0.15 0.16
```
Positions in Å, forces in eV/Å.

Kohn-Sham gap = 3.2 eV
Highest occupied orbital energy = -8.4901 eV
Energy relative to the best compared isomer or geometry (same formula, charge and spin) = 0.0 kcal/mol
Charge = +1
LUMO energy = -5.2 eV

Löwdin atomic charge list, values in e, 2 entries: number 1, C, carries -0.05; number 2, O, carries -0.19

---

A 2-piece molecular cluster, C5ClN3O overall in a non-equilibrium geometry, computed with ωB97M-V/def2-TZVPD.

Geometry as XYZ:
```
10
Properties=species:S:1:pos:R:3:forces:R:3
C -0.451845 -0.207390 1.081827 0.61 1.15 -1.03
C 1.820957 -0.580521 0.471767 -0.36 0.74 -0.38
C 0.563347 1.120441 -0.807833 0.69 3.26 0.10
C -0.492219 -0.960883 -1.694899 -0.17 0.26 2.97
C 0.558397 0.048997 0.055781 -0.78 -4.29 0.62
N -1.296661 -0.392336 1.834670 -0.11 -0.17 0.28
N 2.796752 -0.973529 0.939418 -0.28 -0.10 -0.33
N 0.696142 2.136298 -1.342396 -0.34 -0.64 -0.41
O 0.146787 -1.374432 -2.540110 0.46 -0.18 -1.05
Cl -2.109104 -0.934592 -1.179377 0.29 -0.02 -0.78
```
Positions in Å, forces in eV/Å.

Kohn-Sham gap (spin up / spin down) = 7.8 / 7.8 eV
Highest occupied orbital energy (spin up / spin down) = -10.2405 / -10.2413 eV
LUMO energy (spin up / spin down) = -2.4 / -2.4 eV

natural (NBO) atomic charge list, values in e, 2 entries: number 1, C, carries 0.27; number 2, C, carries 0.26

---

C23H35As3ClINO2Pd as an isolated structure, computed with ωB97M-V/def2-TZVPD.

Geometry as XYZ:
```
67
Properties=species:S:1:pos:R:3:forces:R:3
Pd -1.014503 0.763768 -0.733213 -0.46 -0.46 0.35
C -1.893951 0.747145 2.898059 0.10 -0.12 -0.08
As -0.544516 0.324270 1.555107 0.25 0.25 -0.24
C 0.937420 1.450784 2.087035 -0.09 -0.03 0.12
C 0.203116 -1.445297 1.875855 -0.07 0.01 0.01
C -0.637969 -2.674295 1.518683 0.03 0.06 -0.10
C -1.926157 -2.711305 2.338315 -0.07 0.00 0.11
C -0.965797 -2.710684 0.022525 -0.06 -0.07 -0.06
As -2.072137 -1.319761 -0.780065 -0.36 0.04 0.03
C -1.965901 -1.894086 -2.626080 -0.11 -0.10 0.03
C -3.941040 -1.595096 -0.305886 0.10 -0.19 -0.05
C 0.163222 -3.945370 1.867170 0.07 0.01 -0.02
As 2.045413 -4.366511 1.321483 -0.04 0.04 0.04
C 2.367542 -3.432926 -0.385806 -0.06 -0.02 0.08
C 3.033810 -3.138843 2.505867 -0.04 -0.02 -0.07
H -2.866712 0.348036 2.627225 -0.02 -0.04 -0.04
H -1.969458 1.829683 2.984579 0.06 0.01 -0.08
H -1.587336 0.338289 3.860733 0.02 -0.02 -0.03
H 1.308429 1.114076 3.055954 -0.02 0.00 -0.02
H 0.600060 2.483391 2.161560 -0.01 -0.04 -0.06
H 1.722836 1.393663 1.339466 0.03 -0.03 0.01
H 0.511306 -1.493933 2.925226 -0.07 0.07 -0.03
H 1.111084 -1.431362 1.268842 -0.02 0.03 0.01
H -2.589899 -1.872944 2.117187 0.02 0.02 -0.01
H -1.704105 -2.684328 3.406680 -0.01 0.00 0.01
H -2.481019 -3.630077 2.140303 -0.01 0.00 -0.01
H -1.450748 -3.661907 -0.222558 -0.01 0.06 0.01
H -0.046182 -2.652498 -0.562553 -0.02 0.01 -0.03
H -2.192008 -2.960041 -2.689742 0.02 0.05 0.02
H -0.953463 -1.709998 -2.984943 -0.02 0.02 0.02
H -2.683658 -1.331311 -3.219197 0.04 -0.02 -0.01
H -4.174536 -2.660698 -0.317838 0.03 0.04 0.01
H -4.562496 -1.089154 -1.043697 0.08 0.04 -0.02
H -4.165710 -1.190280 0.678056 0.06 0.02 -0.02
H -0.424491 -4.809674 1.543714 0.04 0.01 -0.02
H 0.210877 -4.025777 2.958919 0.06 -0.01 -0.01
H 1.789193 -3.896724 -1.184129 -0.02 -0.02 0.01
H 3.420326 -3.595638 -0.616481 0.02 -0.01 0.03
H 2.183625 -2.359602 -0.380772 -0.03 0.06 0.01
H 2.660251 -3.246744 3.524098 -0.01 0.00 0.01
H 2.979020 -2.093667 2.205214 -0.01 0.00 -0.01
H 4.078851 -3.444413 2.503310 0.01 -0.01 -0.02
Cl 7.020223 3.308015 -2.154164 0.01 0.00 0.00
C 5.419664 2.693970 -1.912842 0.02 0.00 -0.01
C 5.167693 1.348967 -2.145829 0.03 0.08 0.01
C 3.888088 0.864692 -1.951175 -0.09 0.04 0.02
C 2.871419 1.716354 -1.526016 0.11 -0.04 -0.03
C 3.142322 3.062012 -1.298726 0.00 -0.04 0.00
C 4.418762 3.557615 -1.492521 0.07 -0.02 -0.02
C 1.507520 1.167229 -1.309738 -0.15 0.20 0.06
O 0.612322 2.010897 -0.892614 0.30 0.03 -0.01
O 1.256824 -0.035641 -1.499030 0.23 0.10 -0.07
H 5.967667 0.703566 -2.476934 0.02 -0.03 -0.01
H 3.656574 -0.176396 -2.129717 0.00 -0.01 0.00
H 2.346849 3.716572 -0.973293 -0.03 0.01 0.01
H 4.645225 4.600583 -1.323967 0.01 0.01 0.00
I -1.708530 1.691006 -3.574397 0.13 -0.12 0.08
C -2.570183 3.162363 -2.367260 -0.05 0.08 0.14
C -3.085956 4.337383 -2.889130 0.04 -0.07 -0.05
C -3.624911 5.243358 -1.989876 0.02 -0.05 0.13
C -3.622048 4.938540 -0.634614 0.01 -0.01 -0.09
C -3.076392 3.733086 -0.230637 -0.05 0.07 0.05
N -2.557027 2.851350 -1.084335 -0.01 0.04 -0.06
H -3.065351 4.536555 -3.949960 0.00 0.00 -0.02
H -4.039897 6.177075 -2.342620 -0.01 0.02 -0.02
H -4.033047 5.620290 0.094994 -0.01 0.02 0.01
H -3.050405 3.452416 0.816169 -0.01 0.02 -0.02
```
Positions in Å, forces in eV/Å.

Kohn-Sham gap = 7.2 eV
Highest occupied orbital energy = -10.8446 eV
Energy relative to the best compared isomer or geometry (same formula, charge and spin) = 4.7 kcal/mol
Charge = +1
LUMO energy = -3.6 eV

natural (NBO) atomic charge list, values in e, 2 entries: number 1, Pd, carries 0.50; number 2, C, carries -0.94